The following is a quantum chemistry calculation of a structure of composition C16H17CrN6OS3, from the Open Molecules 2025 dataset.

Each line ends with the Mulliken spin population.
Cartesian coordinates (Å):
1 Cr 0.26822 -0.45191 -1.28400  3.883
2 C -3.78494 1.16753 -1.11975  -0.001
3 C -2.31742 0.89969 -1.13535  0.079
4 N -1.76559 -0.18303 -1.55115  -0.067
5 N -2.52908 -1.18217 -2.09803  -0.001
6 C -1.88846 -2.26617 -2.63239  0.018
7 N -2.68151 -3.15122 -3.23756  0.008
8 S -0.22377 -2.47438 -2.54598  -0.026
9 C -1.33469 1.94224 -0.70125  0.065
10 C -1.72954 3.21130 -0.33506  0.007
11 C -0.74555 4.14889 -0.02923  0.015
12 C 0.57801 3.77934 -0.11216  0.002
13 C 0.90036 2.47905 -0.49007  0.074
14 N -0.03893 1.57700 -0.76605  -0.061
15 H -4.36407 0.25706 -0.96938  0.003
16 H -4.10535 1.64480 -2.04923  0.007
17 H -4.05019 1.83217 -0.30179  0.001
18 H -3.50891 -1.01354 -2.26686  -0.004
19 H -3.67612 -3.03354 -3.33424  0.000
20 H -2.25720 -3.96126 -3.65855  0.000
21 H -2.77304 3.48429 -0.30362  0.002
22 H -1.02271 5.15436 0.25584  0.001
23 H 1.37297 4.48051 0.09774  0.000
24 H 1.91966 2.13371 -0.59553  -0.015
25 C 4.56141 1.01991 0.84248  0.001
26 O 3.55645 0.73722 -0.14508  -0.001
27 C 3.69186 -0.39825 -0.89382  0.020
28 S 4.87066 -1.47743 -0.63784  0.000
29 S 2.46904 -0.49580 -2.15921  -0.015
30 H 4.29961 2.00387 1.22703  0.000
31 H 5.54807 1.02487 0.38551  0.000
32 H 4.54597 0.26930 1.63296  0.000
33 N 0.24835 -2.83110 5.87100  0.004
34 C 0.34960 -2.53510 4.76730  -0.002
35 C 0.46569 -2.15469 3.37272  0.002
36 C -0.16773 -2.90729 2.39467  -0.008
37 C -0.06082 -2.48206 1.08221  0.019
38 N 0.62084 -1.38825 0.72123  -0.019
39 C 1.25056 -0.69111 1.67407  0.021
40 C 1.20176 -1.03530 3.01481  0.005
41 H -0.72430 -3.79959 2.63987  0.000
42 H -0.52067 -3.04455 0.27868  -0.010
43 H 1.82682 0.15788 1.34052  -0.007
44 H 1.72469 -0.44730 3.75452  0.000

Values from the calculation:
Frontier orbital gap (alpha / beta) (eV): 5.93 / 5.90
Spin multiplicity: 5
Strongest force on any atom (hartree/bohr): 0.0142
Energy relative to the best compared isomer or geometry (same formula, charge and spin) (kcal per mole): 6.6
Highest occupied orbital energy (alpha / beta) (eV): -9.96 / -10.13
Total charge: +1